2 unconnected molecules or ions with the total composition C4H11NO in a non-equilibrium geometry. Source: the Open Molecules 2025 dataset; level of theory: the ωB97M-V functional and the def2-TZVPD basis.

Properties
Total charge: 0
Lowest unoccupied orbital energy (hartree): 0.0319
E_HOMO (eV): -7.28
Gap between HOMO and LUMO (eV): 8.14
ΔE to the lowest compared entry with this formula, charge and spin (kcal per mole): 59.1
Calculated total energy (hartree): -288.92286

```
17
Properties=species:S:1:pos:R:3:lowdin_charge:R:1
C -1.985 0.840 1.833 -0.1594
C -0.981 -0.012 1.278 -0.2414
C 0.020 0.348 0.440 -0.2167
N 0.739 -0.476 -0.398 -0.0959
C 1.289 -1.787 0.072 -0.0971
H -1.525 1.475 2.675 0.0960
H -2.432 1.439 0.998 0.0884
H -2.684 0.251 2.431 0.0658
H -0.877 -1.003 1.702 0.0831
H 0.353 1.426 0.501 0.1351
H 1.479 0.097 -0.872 0.1144
H 2.390 -1.664 0.084 0.0771
H 1.015 -2.003 1.135 0.0735
H 0.970 -2.698 -0.470 0.0722
H 0.848 0.800 -4.400 0.0420
H 0.294 1.737 -3.444 0.0195
O 1.087 1.230 -3.565 -0.0566
```